a | ORCA calculation (the ωB97M-V functional and the def2-TZVPD basis) on a 13-piece molecular cluster, H26O13 overall.

Structure (ORCA input):
```
! RIJCOSX wB97M-V def2-TZVPD def2/J DEFGRID3
* xyz 0 1
H -0.682 0.391 0.533
H -0.296 -0.345 -0.740
H -3.303 -1.813 -3.124
H -4.559 -2.245 -2.385
H -1.697 3.822 3.567
H -0.733 3.029 2.698
H 2.044 0.686 0.955
H 1.614 1.273 -0.380
H 0.348 -1.326 -4.436
H -0.547 -0.118 -4.652
H -2.410 1.362 1.820
H -3.609 0.940 0.986
H -1.500 -0.786 -1.903
H -0.288 -1.583 -2.359
H -2.528 -3.429 -0.496
H -1.603 -4.497 0.066
H 3.069 2.445 2.287
H 1.927 3.282 2.840
H 0.254 -3.433 2.334
H -0.484 -2.280 2.995
H 4.207 0.308 -0.942
H 4.382 1.264 -2.111
H 3.219 -1.662 -1.026
H 1.978 -2.534 -1.120
H 1.646 2.867 0.729
H 0.482 3.471 1.497
O 0.048 0.273 -0.084
O -3.830 -1.615 -2.342
O -0.794 3.832 3.229
O 2.397 1.034 0.128
O -0.578 -1.062 -4.463
O -3.316 1.615 1.609
O -1.203 -1.687 -2.076
O -2.385 -3.977 0.284
O 2.269 2.381 2.820
O -0.060 -3.123 3.191
O 4.235 1.247 -1.158
O 2.410 -1.780 -1.537
O 0.689 2.977 0.695
*
```

As for the LUMO energy: -0.3 eV. The value obtained for the gap between HOMO and LUMO is 10.1 eV.



b | ORCA calculation (the ωB97M-V functional and the def2-TZVPD basis) on a 13-piece molecular cluster, H26O13 overall.

Structure (ORCA input):
```
! RIJCOSX wB97M-V def2-TZVPD def2/J DEFGRID3
* xyz 0 1
H 0.272 -0.354 0.129
H -1.231 -0.283 0.346
H 2.149 0.965 -3.669
H 2.119 2.479 -3.796
H 0.855 -5.499 0.551
H -0.545 -5.128 1.012
H 0.413 2.677 -2.211
H 0.499 1.177 -1.986
H 2.419 2.500 3.302
H 2.159 1.096 3.822
H -4.836 0.401 2.956
H -4.189 -0.913 3.362
H -5.607 0.581 -0.060
H -6.323 1.635 0.769
H 2.804 -3.047 3.798
H 3.796 -2.520 2.774
H 5.422 0.194 -0.027
H 4.165 -0.563 -0.423
H 2.503 4.408 -1.918
H 2.477 2.931 -1.560
H 0.353 -2.588 -3.395
H 1.323 -3.112 -2.348
H -2.279 2.803 -2.087
H -3.518 2.265 -1.390
H -3.364 -2.260 -0.504
H -2.702 -3.533 -0.001
O -0.542 -0.847 -0.023
O 2.198 1.772 -3.145
O 0.379 -4.867 1.102
O 0.391 2.011 -1.515
O 1.709 1.868 3.459
O -3.980 -0.039 3.015
O -5.586 1.519 0.159
O 2.851 -2.612 2.939
O 4.557 -0.069 0.306
O 2.651 3.801 -1.184
O 0.999 -2.294 -2.742
O -2.936 3.033 -1.420
O -2.584 -2.813 -0.631
*
```

As for the LUMO energy: 0.1 eV. The value obtained for the gap between HOMO and LUMO is 10.3 eV.



c | ORCA calculation (the ωB97M-V functional and the def2-TZVPD basis) on a 13-piece molecular cluster, H26O13 overall.

Structure (ORCA input):
```
! RIJCOSX wB97M-V def2-TZVPD def2/J DEFGRID3
* xyz 0 1
O 0.038 -0.103 0.199
H -0.086 0.865 0.167
H -0.522 -0.255 -0.591
O -0.792 2.615 0.083
H -0.368 3.246 0.651
H -1.651 2.474 0.402
O -1.556 -0.369 -2.057
H -1.992 0.437 -2.371
H -1.343 -0.839 -2.859
O -1.795 0.082 2.797
H -2.232 0.900 3.092
H -0.942 0.403 2.450
O 0.164 1.907 -2.472
H -0.250 2.229 -1.694
H 1.100 1.869 -2.249
O 0.110 -2.269 1.640
H -0.150 -1.544 1.093
H -0.690 -2.753 1.804
O 1.171 -0.449 -3.367
H 0.738 0.315 -3.009
H 1.656 -0.884 -2.634
O 0.604 1.303 2.574
H 1.129 1.638 1.860
H 1.250 0.773 2.998
O -1.860 -3.222 -1.126
H -2.127 -2.513 -0.505
H -2.387 -3.017 -1.860
O 2.195 2.522 0.628
H 2.549 2.050 -0.123
H 2.958 2.726 1.164
O -2.683 -1.289 0.492
H -2.361 -0.925 1.325
H -2.612 -0.599 -0.164
O 2.434 -1.601 -1.205
H 1.696 -2.277 -1.228
H 2.378 -1.377 -0.285
O 2.427 -0.482 1.354
H 2.301 -1.305 1.873
H 1.503 -0.281 1.155
*
```

As for the LUMO energy: -0.4 eV. The value obtained for the gap between HOMO and LUMO is 10.0 eV.



d | ORCA calculation (the ωB97M-V functional and the def2-TZVPD basis) on a 13-piece molecular cluster, H26O13 overall.

Structure (ORCA input):
```
! RIJCOSX wB97M-V def2-TZVPD def2/J DEFGRID3
* xyz 0 1
H -0.623 -0.242 0.050
H -0.682 -0.070 1.558
H -2.298 2.505 -3.611
H -0.891 2.014 -3.911
H -0.958 1.143 4.327
H -0.017 1.443 5.483
H 1.407 -1.645 -1.188
H 1.615 -3.150 -1.145
H -2.298 -4.082 -0.885
H -1.148 -4.768 -1.604
H 0.615 4.835 0.146
H -0.845 4.431 0.029
H 0.146 1.130 2.688
H -0.840 2.182 2.209
H 1.336 -0.955 -3.625
H 2.191 -1.573 -4.719
H 1.868 -0.431 4.100
H 2.716 -0.005 2.913
H -0.795 -1.764 -1.137
H -2.160 -1.749 -1.805
H 3.038 1.281 -0.825
H 4.489 0.962 -1.145
H -3.767 -3.752 1.452
H -4.028 -2.726 0.361
H 0.969 3.576 -0.897
H 1.389 2.827 0.357
O -0.069 -0.055 0.815
O -1.760 1.705 -3.632
O -0.030 1.097 4.584
O 1.091 -2.444 -0.750
O -1.925 -4.952 -1.064
O 0.006 4.119 0.357
O -0.201 2.002 2.908
O 1.274 -1.389 -4.483
O 1.921 0.234 3.404
O -1.421 -2.332 -1.599
O 3.789 0.763 -0.513
O -4.103 -2.859 1.312
O 1.000 2.692 -0.515
*
```

As for the LUMO energy: -0.2 eV. The value obtained for the gap between HOMO and LUMO is 8.8 eV.



Energetically preferred structure: c | next structure: +2.644 eV



a | ORCA calculation (the ωB97M-V functional and the def2-TZVPD basis) on H3NP2S in the gas phase.

Structure (ORCA input):
```
! RIJCOSX wB97M-V def2-TZVPD def2/J DEFGRID3
* xyz 0 1
N 3.474 -0.066 0.085
P 2.160 -0.861 0.025
P -1.120 -1.312 0.006
S 0.326 0.286 0.276
H 3.536 0.876 0.122
H -0.761 -1.704 1.313
H -1.906 -0.353 0.518
*
```

As for the LUMO energy: -0.2 eV. The value obtained for the gap between HOMO and LUMO is 9.1 eV.



b | ORCA calculation (the ωB97M-V functional and the def2-TZVPD basis) on a 2-piece molecular cluster, H3NP2S overall.

Structure (ORCA input):
```
! RIJCOSX wB97M-V def2-TZVPD def2/J DEFGRID3
* xyz 0 1
N 2.869 0.614 0.290
P 1.672 1.422 -0.097
P -1.577 -0.046 -0.039
S -3.585 0.167 0.036
H 3.418 -0.216 0.356
H -1.415 -0.724 -1.257
H -1.382 -1.218 0.710
*
```

As for the LUMO energy: -2.4 eV. The value obtained for the gap between HOMO and LUMO is 4.4 eV.



Energetically preferred structure: a | next structure: +2.691 eV



a | ORCA calculation (the ωB97M-V functional and the def2-TZVPD basis) on a 3-piece molecular cluster, C4H12O4 overall.

Structure (ORCA input):
```
! RIJCOSX wB97M-V def2-TZVPD def2/J DEFGRID3
* xyz 0 1
O 1.466 -1.135 -2.176
C 2.375 -0.664 -1.600
C 2.640 0.057 -0.393
C 1.350 0.807 0.197
C 1.367 0.903 1.789
O 0.859 2.181 2.104
H 3.335 -0.601 -2.147
H 2.912 -0.513 0.448
H 3.520 0.756 -0.572
H 1.161 1.758 -0.353
H 0.432 0.377 -0.098
H 2.386 0.882 2.056
H 0.849 0.117 2.399
H -0.157 1.974 2.072
H -5.148 -0.193 1.129
H -5.205 -1.083 -0.218
O -5.724 -0.652 0.418
H -2.813 -1.237 -2.381
H -2.562 -1.828 -0.962
O -3.041 -1.906 -1.712
*
```

As for the LUMO energy: 0.1 eV. The value obtained for the gap between HOMO and LUMO is 9.9 eV.



b | ORCA calculation (the ωB97M-V functional and the def2-TZVPD basis) on C4H12O4 as an isolated structure.

Structure (ORCA input):
```
! RIJCOSX wB97M-V def2-TZVPD def2/J DEFGRID3
* xyz 0 1
C -2.422 0.464 0.714
C -2.128 -0.345 -0.494
C -1.069 -1.112 -0.769
C 0.043 -1.343 0.057
O 1.178 -1.528 -0.421
H -3.164 -0.041 1.341
H -1.515 0.621 1.295
H -2.738 -0.110 -1.359
H -0.916 -1.421 -1.795
H 0.001 -1.356 1.146
H 1.845 -0.785 -0.025
H 0.777 1.529 -0.713
H -2.869 1.416 0.441
O -0.079 1.899 -1.012
H 1.197 1.273 2.493
H 1.759 0.738 1.074
O 1.011 0.698 1.749
H 2.872 -0.096 -0.912
H -0.699 1.167 -0.948
O 2.355 0.348 -0.235
*
```

As for the LUMO energy: -1.3 eV. The value obtained for the gap between HOMO and LUMO is 8.7 eV.



Energetically preferred structure: a | next structure: +0.210 eV



a | ORCA calculation (the ωB97M-V functional and the def2-TZVPD basis) on a 3-piece molecular cluster, C4H12O4 overall.

Structure (ORCA input):
```
! RIJCOSX wB97M-V def2-TZVPD def2/J DEFGRID3
* xyz 0 1
O 1.271 -0.700 -3.017
C 0.560 -0.735 -2.034
O -0.773 -1.212 -2.267
C 1.186 -0.550 -0.610
C 0.972 0.819 -0.126
C 1.272 1.262 1.341
H -1.330 -0.750 -1.483
H 2.273 -0.863 -0.662
H 0.776 -1.256 0.080
H 1.817 1.415 -0.624
H -0.069 1.151 -0.382
H 2.398 1.255 1.428
H 0.784 0.648 2.147
H 0.963 2.326 1.428
H -1.224 -1.220 3.264
H -0.302 -1.624 2.067
O -1.022 -1.000 2.361
H -3.044 1.010 -0.582
H -3.043 -0.256 -1.572
O -3.463 0.283 -0.756
*
```

As for the LUMO energy: 0.3 eV. The value obtained for the gap between HOMO and LUMO is 10.8 eV.



b | ORCA calculation (the ωB97M-V functional and the def2-TZVPD basis) on a 3-piece molecular cluster, C4H12O4 overall.

Structure (ORCA input):
```
! RIJCOSX wB97M-V def2-TZVPD def2/J DEFGRID3
* xyz 0 1
O -2.092 2.290 -1.904
C -2.103 1.360 -1.151
C -0.810 0.655 -0.680
C -1.282 -0.215 0.499
C -0.070 -0.708 1.393
O -0.529 -1.044 2.677
H -3.052 0.833 -0.850
H -0.469 0.123 -1.576
H -0.079 1.367 -0.292
H -1.974 0.237 1.231
H -1.906 -1.060 0.200
H 0.625 0.120 1.461
H 0.306 -1.614 0.926
H -0.253 -0.427 3.365
H 2.344 -1.003 0.027
H 2.726 -2.148 -0.979
O 2.276 -1.928 -0.160
H 1.334 0.769 -1.252
H 2.723 1.607 -1.598
O 2.283 0.786 -1.336
*
```

As for the LUMO energy: 0.6 eV. The value obtained for the gap between HOMO and LUMO is 10.4 eV.



Energetically preferred structure: b | next structure: +0.287 eV